{
  "formula": "C13H46O15P2",
  "method": "ωB97M-V with the def2-TZVPD basis set",
  "multiplicity": 1,
  "e_above_lowest_kcal_mol": 11.5,
  "charge": 0,
  "homo_lumo_gap_ev": 10.54,
  "species": ["H", "H", "H", "H", "C", "H", "O", "H", "H", "H", "H", "H", "H", "O", "H", "H", "H", "H", "O", "O", "H", "H", "H", "H", "C", "C", "H", "C", "H", "H", "C", "H", "O", "H", "O", "H", "C", "H", "P", "H", "H", "C", "O", "H", "O", "H", "C", "C", "C", "O", "H", "H", "H", "H", "C", "H", "H", "O", "P", "O", "H", "H", "H", "H", "C", "O", "O", "O", "H", "O", "H", "H", "H", "H", "H", "C"],
  "xyz": [[-1.882, 0.349, 3.282], [-0.248, 1.911, -3.665], [-7.263, -2.792, 1.627], [1.214, 2.358, -5.629], [-1.999, 1.364, 2.879], [2.706, 4.443, -0.556], [2.911, 0.500, 4.022], [-5.768, -6.737, 2.979], [1.650, -3.395, 2.044], [-3.990, -6.941, 2.831], [-0.544, -0.770, 0.473], [4.786, 2.123, -3.410], [1.747, -3.362, 0.234], [-0.046, -2.801, 1.042], [-1.126, 1.941, 3.170], [-2.492, -1.881, 1.220], [1.045, -3.371, -4.767], [2.460, -2.901, -3.085], [6.141, 2.471, -1.845], [-5.816, -4.217, 1.275], [1.777, -1.840, 1.209], [0.500, 0.338, -3.815], [-3.869, -0.938, 1.577], [-2.488, 2.732, -1.779], [0.677, 0.448, -0.486], [-4.792, -6.432, 3.362], [5.744, 6.075, 0.147], [5.698, 1.712, -2.973], [1.492, -0.590, 2.919], [-2.758, 4.530, -3.161], [5.657, 5.199, 0.787], [0.847, 0.316, 4.208], [-1.883, 4.402, -2.792], [-3.864, 1.272, 3.361], [-4.535, -5.032, 3.339], [-4.810, -6.758, 4.401], [-6.875, -3.707, 2.077], [0.571, 1.333, -1.111], [5.159, 3.603, -1.310], [6.490, 1.687, -3.714], [-7.757, -4.354, 2.140], [0.197, 1.217, -4.381], [4.913, 4.720, -2.226], [6.371, 5.235, 1.606], [1.625, -2.444, -2.956], [1.913, 3.081, -1.376], [1.640, 0.352, 3.459], [-3.581, -1.959, 1.310], [0.944, -2.441, -4.207], [3.880, 2.727, -0.933], [1.450, 0.635, 0.263], [5.418, 0.708, -2.651], [-1.067, 3.531, -1.059], [-6.576, -3.568, 3.116], [2.637, 3.359, -0.609], [-0.462, 0.935, -5.200], [-0.119, -2.241, -4.077], [1.406, 1.796, -4.876], [-4.364, -4.346, 1.913], [-3.194, 1.960, 3.393], [-0.334, -3.687, 0.800], [4.666, 5.174, 1.254], [1.337, -1.604, -4.792], [2.290, 2.890, 0.311], [1.395, -2.853, 1.131], [-0.534, 0.145, 0.178], [-3.984, -2.846, 2.332], [-3.387, -5.009, 1.033], [0.997, -0.325, -1.190], [5.810, 3.968, 0.092], [3.606, 0.497, 3.363], [-2.065, 1.216, 1.800], [1.397, 1.184, 2.788], [-3.991, -2.227, 0.335], [-2.684, 4.236, -0.888], [-2.014, 3.696, -1.565]],
  "mulliken_charge": [0.1958, 0.0420, 0.2821, 0.2791, -0.4022, 0.4281, -0.5604, 0.2886, 0.2971, 0.3240, 0.0649, 0.3230, 0.3037, -0.4037, 0.2656, 0.0539, 0.3446, 0.2693, -0.3876, -0.3215, 0.0919, -0.2419, 0.2154, 0.2712, 0.2013, -0.7421, 0.3185, -0.6246, 0.0028, 0.3049, -0.6731, 0.3082, -0.5398, 0.3014, -0.3154, 0.2524, -0.7257, -0.2929, 0.7765, 0.2682, 0.2886, 0.0683, -0.6682, 0.2474, -0.4500, 0.0514, -0.1171, -0.4737, -0.6336, -0.0421, 0.1039, 0.2383, 0.0765, 0.3376, -0.4575, 0.3690, 0.2391, -0.5168, 1.0783, -0.5702, 0.2524, 0.2802, 0.2667, 0.1929, -0.5674, -0.2233, -0.2465, -0.7062, 0.1473, -0.2790, 0.3047, 0.2091, 0.0859, 0.3817, 0.3674, -0.4786]
}